Entry 1:
C5H5BrS2 | ωB97M-V with the def2-TZVPD basis set

Calculated values
* total charge: 0
* LUMO energy (spin up / spin down): -0.0114 / -0.0114 hartree
* E_HOMO (spin up / spin down): -7.572 / -7.572 eV
* relative energy (zero: lowest compared OMol25 entry of this formula, charge and spin): 81.88 kcal/mol
* gap between HOMO and LUMO (spin up / spin down): 7.26 / 7.26 eV

Structure (XYZ):
```
13
Properties=species:S:1:pos:R:3:forces:R:3
C 0.945351 -1.952652 0.013521 -1.279 -0.179 0.689
C -0.266341 -2.635186 -0.061731 0.206 0.213 -0.186
C 0.964293 -0.638616 0.392352 -3.204 0.501 -1.527
C -1.008439 -0.103062 -0.009617 5.009 -0.882 0.927
C -0.537997 2.711090 -0.088554 1.112 -1.994 -1.216
S -1.643060 -1.636761 -0.066637 -0.274 -0.330 0.260
S -1.566276 1.346336 0.648364 -0.657 0.674 -0.074
Br 2.512151 0.361063 0.060587 0.049 0.343 0.094
H 1.772947 -2.595575 -0.119691 1.271 -0.142 0.012
H -0.242550 -3.743957 -0.060527 -0.831 1.037 -0.250
H 0.514651 2.305268 -0.163662 -1.184 0.663 0.169
H -0.579660 3.563125 0.545397 -0.101 0.444 0.837
H -0.865075 3.018923 -1.089796 -0.116 -0.349 0.266
```
Positions in Å, forces in eV/Å.

Atom charges from the Mulliken analysis, given in e for atoms 1 to 5: C -0.39; C -0.26; C 0.04; C 0.07; C -0.51

Entry 2:
C5H5Cl | ωB97M-V with the def2-TZVPD basis set

Calculated values
* total charge: 0
* LUMO energy: 0.0096 hartree
* E_HOMO: -8.639 eV
* SMILES: ClC1C=CC=C1
* relative energy (zero: lowest compared OMol25 entry of this formula, charge and spin): 11.44 kcal/mol
* gap between HOMO and LUMO: 8.90 eV

Structure (XYZ):
```
11
Properties=species:S:1:pos:R:3:forces:R:3
Cl -1.483223 -1.100384 0.325728 -1.187 -0.302 -0.257
C 0.175535 -0.549949 0.190792 0.269 -0.389 1.277
C 0.631600 -0.171422 -1.137483 1.721 1.015 -2.407
C 1.217881 1.089029 -1.101478 -1.777 -2.999 0.958
C 1.064012 1.626697 0.238162 -1.626 -1.278 2.082
C 0.373805 0.675238 0.989364 1.849 2.437 -0.269
H 0.723825 -1.406894 0.643994 0.202 0.679 -0.486
H 0.607356 -0.889080 -1.995851 0.010 0.966 0.850
H 1.673285 1.602862 -1.881167 0.697 0.608 -1.359
H 1.357797 2.629860 0.594341 -0.153 -0.789 -0.326
H 0.075540 0.752201 2.025156 -0.004 0.051 -0.062
```
Positions in Å, forces in eV/Å.

Atom charges from the Mulliken analysis, given in e for atoms 1 to 5: Cl -0.21; C 0.30; C -0.51; C -0.45; C -0.38

Entry 3:
C5H5Cl3F3N4 | ωB97M-V with the def2-TZVPD basis set

Calculated values
* total charge: +1
* LUMO energy: -0.1924 hartree
* E_HOMO: -14.318 eV
* SMILES: [H]/N=C\NC(=[NH2+])/N=C(/C(F)(F)F)C(Cl)(Cl)Cl
* relative energy (zero: lowest compared OMol25 entry of this formula, charge and spin): 0.62 kcal/mol
* gap between HOMO and LUMO: 9.08 eV

Structure (XYZ):
```
20
Properties=species:S:1:pos:R:3:forces:R:3
H -1.157950 -0.820485 2.132102 0.121 0.065 -0.223
N -0.584661 -0.084471 2.525632 -0.673 -0.491 0.884
C 0.169413 0.590250 1.820724 0.280 0.277 -0.077
N 0.402840 0.519778 0.414338 0.044 0.103 -0.525
C -0.216583 -0.251478 -0.482083 0.422 0.120 -0.116
N 0.216211 -0.300161 -1.734351 0.126 0.016 -0.050
N -1.145913 -1.135385 -0.086685 -0.502 -0.657 -0.164
C -2.325967 -1.417427 -0.433774 0.617 0.218 0.799
C -2.866536 -2.750585 0.126084 0.050 -0.705 0.227
F -3.762291 -3.312007 -0.666874 -0.059 0.071 -0.218
F -1.861039 -3.603351 0.287351 0.098 0.113 -0.062
F -3.421395 -2.535371 1.316236 -0.007 0.305 0.087
C -3.227563 -0.558357 -1.270081 -0.559 0.348 -0.951
Cl -4.924065 -0.605643 -0.765688 0.690 0.067 -0.134
Cl -2.647920 1.115060 -1.325619 -0.348 -0.197 0.045
Cl -3.005880 -1.334886 -2.901819 -0.165 0.298 0.410
H 0.779311 1.356179 2.285535 0.167 0.145 -0.151
H 1.169346 1.091201 0.073688 -0.203 -0.079 0.049
H 1.032954 0.210293 -2.036932 -0.059 -0.038 0.066
H -0.252512 -0.872137 -2.422585 -0.041 0.021 0.104
```
Positions in Å, forces in eV/Å.

Atom charges from the Mulliken analysis, given in e for atoms 1 to 5: H 0.29; N -0.52; C -0.05; N -0.14; C 0.42

Entry 4:
C5H5ClF2 | ωB97M-V with the def2-TZVPD basis set

Calculated values
* total charge: 0
* LUMO energy: 0.0165 hartree
* E_HOMO: -9.980 eV
* relative energy (zero: lowest compared OMol25 entry of this formula, charge and spin): 82.60 kcal/mol
* gap between HOMO and LUMO: 10.43 eV

Structure (XYZ):
```
13
Properties=species:S:1:pos:R:3:forces:R:3
C -1.641977 -0.362768 -0.339726 2.567 -1.180 -2.642
C -0.261151 -1.000341 0.439526 -2.575 -3.266 -0.256
C 0.674852 0.120869 0.198869 -0.934 2.718 2.314
C -0.027704 1.319313 -0.450782 -2.106 1.389 -2.307
C -1.470489 1.170354 -0.563653 7.127 -2.720 0.435
H -1.695452 -0.950660 -1.386818 0.196 1.491 1.980
H -0.607660 -1.372355 1.593732 1.359 1.487 -3.290
H 0.339148 -2.054319 -0.196528 -2.754 3.200 2.172
H 0.796301 2.177884 -0.839992 -2.913 -2.186 1.273
H -2.239580 1.723547 -1.055129 -0.086 0.647 0.060
F -2.778737 -0.621356 0.262548 -2.082 -0.779 1.658
F 1.063338 0.806681 1.418119 0.250 -1.147 -0.349
Cl 2.070861 -0.510387 -0.526275 1.950 0.345 -1.048
```
Positions in Å, forces in eV/Å.

Atom charges from the Mulliken analysis, given in e for atoms 1 to 5: C 0.34; C -1.09; C 1.26; C -0.42; C -0.61

Entry 5:
C5H5ClINO | ωB97M-V with the def2-TZVPD basis set

Calculated values
* total charge: 0
* LUMO energy: -0.0477 hartree
* E_HOMO: -7.194 eV
* gap between HOMO and LUMO: 5.90 eV

Structure (XYZ):
```
14
Properties=species:S:1:pos:R:3:forces:R:3
C 0.754874 1.087453 0.055639 -0.215 -1.544 4.953
C 0.453314 0.198995 1.051433 -1.141 -1.142 -1.578
C 0.638711 0.894625 -1.356575 2.421 3.507 -0.003
C -0.237147 -1.165415 0.752570 0.699 -0.670 -1.604
C -1.460311 -1.255434 -0.146089 1.340 1.195 -2.015
N 0.094124 0.091123 -2.058673 -3.718 -4.024 -0.680
O -1.758925 -2.477317 -0.629062 2.480 0.957 3.729
Cl 1.123984 -2.182241 -0.234115 -1.120 0.507 1.354
I -3.020814 0.165345 0.032937 0.555 -0.513 0.034
H 1.262118 1.884145 0.593554 0.205 0.683 -1.301
H 0.786208 0.314657 2.096709 -0.358 0.222 -0.760
H 1.252705 1.616254 -1.944786 0.143 0.232 0.264
H -0.529811 -1.823135 1.574860 0.814 0.243 0.503
H -2.255995 -2.449912 -1.388277 -2.105 0.348 -2.899
```
Positions in Å, forces in eV/Å.

Atom charges from the Mulliken analysis, given in e for atoms 1 to 5: C -0.36; C -0.24; C 0.01; C -0.15; C -0.09

Entry 6:
C5H5ClN | ωB97M-V with the def2-TZVPD basis set

Calculated values
* total charge: -1
* LUMO energy: 0.1393 hartree
* E_HOMO: -2.299 eV
* relative energy (zero: lowest compared OMol25 entry of this formula, charge and spin): 72.59 kcal/mol
* gap between HOMO and LUMO: 6.09 eV

Structure (XYZ):
```
12
Properties=species:S:1:pos:R:3:forces:R:3
Cl 0.675020 -0.093736 -3.372967 -0.022 -1.909 -8.640
N -0.879361 0.274811 -1.049801 -0.909 0.119 1.832
C 0.454656 0.124172 -1.080801 -0.621 1.875 4.762
C 1.201649 -0.104558 0.068879 -0.814 -0.638 2.055
C 0.542803 -0.227912 1.295183 0.406 0.336 -1.045
C -0.836904 -0.031190 1.319920 0.263 -0.704 1.652
C -1.521930 0.206796 0.180920 1.283 -0.386 -3.412
H 0.956957 0.355999 -2.008345 0.504 0.966 2.524
H 2.279114 -0.178151 0.075709 0.176 0.004 -0.373
H 1.101472 -0.401791 2.202965 -0.010 -0.080 0.225
H -1.374281 -0.182733 2.244399 -0.110 0.202 0.247
H -2.599195 0.258292 0.123940 -0.148 0.215 0.171
```
Positions in Å, forces in eV/Å.

Atom charges from the Mulliken analysis, given in e for atoms 1 to 5: Cl -0.75; N -0.48; C -0.08; C -0.35; C -0.29

no.,DFT total energy (Ha)
1,-3563.74983
2,-653.66254
3,-2092.46701
4,-853.29951
5,-1081.19292
6,-708.43356